[1]
Computed, not measured: a structure of composition C24H25N4OPtSb at a distorted geometry, with ωB97M-V with the def2-TZVPD basis set.

Output
**HOMO**: -14.0 eV
**Orbital gap**: 8.37 eV
**Net charge**: +2

Geometry (Å):
Pt -0.242 0.244 -0.441
C -1.640 2.135 -2.690
C -0.982 2.880 -1.567
C -1.114 4.264 -1.558
C -0.507 5.027 -0.590
C 0.295 4.384 0.339
C 0.413 3.008 0.314
N -0.257 2.254 -0.601
Sb 1.854 2.175 1.642
C 0.532 0.933 2.751
C 0.676 1.022 4.126
C -0.136 0.245 4.941
C -1.052 -0.582 4.333
C -1.149 -0.621 2.941
C -2.166 -1.547 2.338
N -0.364 0.131 2.146
C 2.529 0.783 0.147
C 3.889 0.528 0.121
C 4.434 -0.217 -0.915
C 3.607 -0.648 -1.929
C 2.244 -0.394 -1.876
C 1.355 -0.829 -3.000
N 1.718 0.286 -0.827
H -1.505 2.700 -3.611
H -2.714 2.041 -2.520
H -1.226 1.141 -2.825
H -1.695 4.728 -2.344
H -0.620 6.103 -0.579
H 0.835 4.954 1.085
H 1.412 1.687 4.559
H -0.054 0.290 6.019
H -1.711 -1.205 4.924
H -3.019 -1.652 3.007
H -1.744 -2.544 2.190
H -2.516 -1.173 1.387
H 4.523 0.916 0.907
H 5.495 -0.429 -0.943
H 4.008 -1.176 -2.783
H 1.953 -1.188 -3.835
H 0.747 0.010 -3.340
H 0.683 -1.632 -2.699
O -2.310 -0.073 -0.792
C -2.524 -1.392 -1.336
C -1.443 -2.317 -0.839
C -1.583 -3.692 -0.860
C -0.555 -4.483 -0.378
C 0.588 -3.876 0.129
C 0.670 -2.502 0.116
N -0.323 -1.738 -0.379
H -3.095 0.276 -0.354
H -2.506 -1.332 -2.426
H -3.500 -1.770 -1.037
H -2.496 -4.132 -1.241
H -0.651 -5.560 -0.377
H 1.406 -4.459 0.526
H 1.531 -1.978 0.503

***

[2]
Computed, not measured: an isolated molecule of C24H25N5O3S2 at a distorted geometry, with ωB97M-V with the def2-TZVPD basis set.

Output
**HOMO**: -8.0 eV
**Orbital gap**: 8.50 eV

Geometry (Å):
C 1.458 -1.851 -6.340
H 2.442 -1.564 -5.956
O 0.419 -1.302 -5.565
C 0.319 -1.657 -4.258
C 1.189 -2.517 -3.595
C 0.997 -2.798 -2.254
C -0.059 -2.230 -1.551
C -0.945 -1.389 -2.225
C -0.756 -1.103 -3.557
H -1.429 -0.450 -4.089
H -1.776 -0.967 -1.681
C -0.272 -2.486 -0.138
N -1.429 -2.741 0.411
N -1.249 -2.889 1.733
C 0.024 -2.713 1.978
N 0.711 -2.476 0.824
C 2.003 -1.856 0.740
H 2.355 -1.927 -0.290
H 2.700 -2.362 1.412
C 1.851 -0.368 1.145
C 3.020 0.490 0.661
H 3.143 1.335 1.337
C 2.522 0.967 -0.702
H 2.688 0.206 -1.467
C 1.029 1.133 -0.436
H 0.816 2.127 -0.023
O 0.681 0.157 0.533
H 0.407 0.970 -1.320
H 2.988 1.896 -1.022
H 3.949 -0.073 0.612
H 1.720 -0.308 2.232
S 0.772 -2.729 3.551
C -0.652 -2.139 4.535
C -0.892 -0.676 4.205
O -0.435 0.232 4.856
N -1.657 -0.507 3.086
C -1.875 0.698 2.452
C -1.088 1.830 2.428
C 0.211 1.957 2.943
N 1.308 2.125 3.237
C -1.693 2.854 1.645
C -2.878 2.489 1.098
S -3.336 0.879 1.520
C -3.513 3.566 0.290
H -4.363 3.998 0.825
H -3.871 3.217 -0.679
C -2.353 4.579 0.157
H -1.866 4.441 -0.809
H -2.707 5.607 0.211
C -1.344 4.260 1.284
H -1.489 4.914 2.148
H -0.309 4.369 0.958
H -2.034 -1.340 2.632
H -0.344 -2.238 5.575
H -1.502 -2.780 4.307
H 1.663 -3.496 -1.765
H 2.015 -2.980 -4.112
H 1.390 -2.943 -6.387
H 1.329 -1.440 -7.339

***

[3]
Computed, not measured: a structure of composition C24H25N7O3Se2Ti, with ωB97M-V with the def2-TZVPD basis set.

Output
**HOMO (spin up / spin down)**: -8.1 / -8.2 eV
**2S+1**: 3
**Orbital gap (spin up / spin down)**: 6.88 / 6.75 eV
**<S²>**: 2.010

Geometry (Å):
Ti -0.449 0.143 -0.733
C 3.007 -3.598 2.352
Se 1.639 -2.411 1.670
C 0.758 -3.691 0.490
C 1.577 -4.247 -0.673
Se 1.199 -3.480 -2.425
C -0.608 -4.160 -2.607
H 2.558 -4.400 2.935
H 3.655 -3.009 2.997
H 3.605 -4.014 1.544
H -0.135 -3.174 0.141
H 0.431 -4.504 1.139
H 1.395 -5.318 -0.769
H 2.650 -4.116 -0.535
H -0.612 -5.240 -2.471
H -0.941 -3.920 -3.614
H -1.278 -3.677 -1.899
C 1.705 1.680 1.306
N 0.467 1.689 0.511
C -0.298 2.733 0.631
C -1.519 2.788 -0.070
C -2.481 3.781 -0.237
C -3.441 3.246 -1.102
C -3.021 1.955 -1.420
N -1.863 1.668 -0.797
C 1.479 1.652 2.800
C 2.299 2.420 3.621
C 2.146 2.393 5.000
C 1.164 1.598 5.571
C 0.340 0.833 4.757
C 0.496 0.857 3.379
H 2.292 2.570 1.059
H 2.293 0.815 1.002
H 0.003 3.567 1.266
H -2.481 4.757 0.222
H -4.341 3.722 -1.453
H -3.513 1.223 -2.044
H 3.064 3.047 3.177
H 2.790 2.999 5.625
H 1.037 1.577 6.646
H -0.429 0.210 5.196
H -0.147 0.252 2.752
O -2.441 -1.298 -3.906
C -1.658 -0.752 -3.173
O -1.449 -1.034 -1.907
C -0.791 0.389 -3.667
C -0.793 0.791 -4.988
C 0.026 1.848 -5.353
C 0.810 2.463 -4.389
C 0.749 2.001 -3.085
N -0.037 0.984 -2.742
H -1.432 0.271 -5.688
H 0.053 2.191 -6.379
H 1.459 3.290 -4.635
H 1.337 2.448 -2.293
O 2.431 -0.146 -1.291
N 1.365 -0.529 -0.993
N -5.042 -0.161 3.112
C -4.239 -0.703 2.486
N -3.361 -1.406 1.788
C -2.274 -1.035 1.317
N -1.208 -0.826 0.838

***

[4]
Computed, not measured: a cluster of 2 separate species, C24H25NO4S in total at a distorted geometry, with ωB97M-V with the def2-TZVPD basis set.

Output
**HOMO**: -6.4 eV
**Orbital gap**: 5.86 eV

Geometry (Å):
C -2.048 5.950 -1.471
O -2.239 5.207 -0.248
C -1.491 4.076 -0.109
C -1.433 3.501 1.176
C -0.575 2.455 1.425
C 0.078 1.791 0.364
C 0.943 0.665 0.633
N 2.222 0.763 0.289
C 3.156 -0.329 0.608
C 2.756 1.945 -0.391
C -0.079 2.299 -0.951
C -0.784 3.465 -1.177
H -2.748 6.777 -1.410
H -1.027 6.349 -1.528
H -2.281 5.317 -2.335
H -2.030 3.968 1.961
H -0.413 2.121 2.449
H 0.764 -0.018 1.459
H 4.165 0.090 0.650
H 2.867 -0.762 1.576
H 3.116 -1.111 -0.166
H 3.838 1.963 -0.227
H 2.574 1.926 -1.477
H 2.305 2.866 0.012
H 0.388 1.812 -1.817
H -0.789 3.926 -2.168
C -1.857 -0.721 -4.558
C -0.800 -1.555 -4.186
C -0.557 -1.802 -2.838
C -1.397 -1.237 -1.876
S -0.865 -1.283 -0.178
C -1.497 -2.505 0.765
C -0.779 -3.729 1.099
O -1.027 -4.789 0.516
C 0.234 -3.657 2.215
C 0.365 -2.541 3.061
C 1.344 -2.532 4.062
C 2.151 -3.661 4.253
C 1.972 -4.804 3.462
C 1.017 -4.797 2.449
O 0.576 -1.463 -0.332
O -1.435 -0.084 0.427
C -2.444 -0.383 -2.238
C -2.686 -0.151 -3.590
H -2.043 -0.530 -5.611
H -0.151 -2.025 -4.923
H 0.304 -2.391 -2.520
H -2.580 -2.559 0.606
H -0.317 -1.696 2.942
H 1.467 -1.653 4.698
H 2.892 -3.681 5.052
H 2.563 -5.706 3.623
H 0.861 -5.667 1.812
H -3.020 0.107 -1.452
H -3.528 0.481 -3.867

***

no.,E_tot (hartree)
1,-1582.8785
2,-2225.4314
3,-7190.9273
4,-1683.2803